No. 1
The following is a DFT calculation (ωB97M-V with the def2-TZVPD basis set) of 2 unconnected molecules or ions with the total composition C6H12N2.

Cartesian coordinates (Å):
C (-0.8634, -1.0916, -1.5555)
C (0.3463, -1.4657, 1.7641)
C (-0.1327, -1.4421, -0.3122)
C (0.9080, -2.2997, -0.1595)
N (-0.5002, -0.9263, 0.9258)
N (1.2153, -2.3112, 1.1759)
H (0.3430, -1.3759, 2.8377)
H (2.1413, -2.5882, 1.5213)
H (1.2388, -3.0610, -0.8443)
H (-0.7748, -0.0435, -1.8661)
H (-1.9487, -1.1283, -1.4170)
H (-0.5482, -1.7613, -2.3501)
C (0.3206, 2.6360, -0.4908)
C (-0.6077, 2.2172, 0.6215)
H (0.8492, 3.5781, -0.3079)
H (1.1049, 1.9304, -0.7833)
H (-0.2178, 2.7908, -1.4310)
H (-1.6018, 2.6018, 0.3641)
H (-0.4763, 2.6028, 1.6291)
H (-0.7957, 1.1377, 0.6781)

maximum force	0.0346	Eh/bohr
energy above the lowest of the compared OMol25 structures with the same formula, charge and spin	7.7	kcal per mole
spin multiplicity	2
<S²>	0.75
orbital gap (spin up / spin down)	2.647 / 8.626	eV
net charge	-1

natural (NBO) atomic charge list, values in e, 5 entries: number 1, C, carries -0.652; number 2, C, carries 0.036; number 3, C, carries 0.038; number 4, C, carries -0.431; number 5, N, carries -0.521



No. 2
The following is a DFT calculation (ωB97M-V with the def2-TZVPD basis set) of a molecular structure, C17H10F8N3O3PdS.

Cartesian coordinates (Å):
Pd (-0.2939, 0.2599, -0.3094)
F (6.2854, -1.5381, 1.7690)
C (5.1182, -1.5515, 1.1714)
C (4.0617, -0.8138, 1.7092)
F (4.2484, -0.1136, 2.8180)
C (2.8405, -0.8281, 1.0848)
F (1.8519, -0.1269, 1.6381)
C (2.6157, -1.5624, -0.1020)
S (1.1372, -1.6095, -0.9352)
C (3.7100, -2.3038, -0.6064)
F (3.5573, -3.0091, -1.7103)
C (4.9410, -2.2998, 0.0116)
F (5.9513, -2.9922, -0.4844)
C (-4.6561, -3.0199, -1.4741)
N (-3.5861, -2.5709, -0.6000)
C (-2.6266, -1.7131, -0.9537)
N (-2.5442, -1.3445, -2.2512)
O (-1.8233, -1.2779, -0.0895)
H (-5.3542, -3.6088, -0.8874)
H (-4.2724, -3.6562, -2.2738)
H (-5.2014, -2.1716, -1.8908)
H (-3.6492, -2.7420, 0.3893)
H (-3.1250, -1.7637, -2.9554)
H (-1.7347, -0.8269, -2.5462)
F (3.2816, 4.3036, 0.1227)
C (3.2456, 3.0940, 0.6788)
F (4.2277, 2.3524, 0.1820)
F (3.4089, 3.2109, 1.9937)
C (1.8946, 2.4254, 0.3680)
O (0.9056, 2.9796, 1.0532)
O (1.7787, 1.5057, -0.4047)
N (-5.1418, 0.3814, -0.1414)
C (-4.1417, 0.9305, 0.0769)
C (-2.9310, 1.5640, 0.3206)
C (-2.1075, 2.0287, -0.8155)
C (-0.8787, 2.5566, -0.5801)
C (-0.3751, 2.5325, 0.7763)
C (-1.2413, 2.2804, 1.9094)
C (-2.4829, 1.8278, 1.6946)
H (-2.5542, 2.0677, -1.7991)
H (-0.3105, 3.0315, -1.3690)
H (-0.8620, 2.4732, 2.9038)
H (-3.1674, 1.6384, 2.5083)

maximum force	0.0100	Eh/bohr
energy above the lowest of the compared OMol25 structures with the same formula, charge and spin	0.0	kcal per mole
spin multiplicity	5
<S²>	6.05
orbital gap (spin up / spin down)	6.875 / 6.529	eV
net charge	+1

natural (NBO) atomic charge list, values in e, 5 entries: number 1, Pd, carries 0.742; number 2, F, carries -0.245; number 3, C, carries 0.357; number 4, C, carries 0.300; number 5, F, carries -0.271